[1]
ORCA calculation (ωB97M-V/def2-TZVPD) on C29H45Cl2N2PW as an isolated structure.

Values from the calculation:
**Spin multiplicity**: 3
**F_max**: 3.2 eV Å⁻¹
**Net charge**: 0
**Energy above the lowest of the compared OMol25 structures with the same formula, charge and spin**: 0.0000 eV

```
80
Properties=species:S:1:pos:R:3:mulliken_charge:R:1
P -0.724 -0.975 -0.527 0.7083
C -1.067 -2.003 1.038 -0.0052
C -1.603 -3.439 0.928 -0.2160
C -2.005 -3.965 2.318 -0.9982
C -0.861 -3.873 3.336 -0.6633
C -0.269 -2.461 3.402 -0.8533
C 0.125 -1.942 2.008 -0.2518
C 0.739 -1.838 -1.368 0.3060
C 0.785 -3.366 -1.407 -0.5273
C 1.956 -3.836 -2.292 -0.9419
C 3.300 -3.254 -1.833 -0.6821
C 3.249 -1.727 -1.694 -0.8874
C 2.064 -1.272 -0.826 -0.6164
C -2.119 -1.599 -1.617 -0.0012
C -3.474 -1.181 -1.015 -0.7405
C -4.661 -1.581 -1.904 -0.8477
C -4.509 -1.063 -3.338 -0.7197
C -3.165 -1.478 -3.945 -0.8168
C -1.973 -1.080 -3.059 -0.7606
H -1.883 -1.397 1.480 0.5139
H -0.838 -4.101 0.499 0.0495
H -2.474 -3.494 0.262 0.1998
H -2.356 -5.002 2.238 0.3799
H -2.851 -3.366 2.685 0.3816
H -1.220 -4.172 4.327 0.3919
H -0.069 -4.582 3.056 0.3149
H -1.015 -1.777 3.832 0.3481
H 0.607 -2.445 4.062 0.3937
H 0.494 -0.910 2.095 -0.2542
H 0.953 -2.555 1.619 0.2015
H 0.639 -1.498 -2.415 0.4265
H 1.764 -3.515 -3.326 0.3599
H -0.155 -3.788 -1.792 0.2218
H 0.926 -3.765 -0.391 0.2096
H 2.003 -4.933 -2.298 0.3951
H 4.089 -3.535 -2.540 0.3945
H 3.570 -3.693 -0.863 0.2927
H 4.188 -1.352 -1.267 0.4017
H 3.146 -1.279 -2.693 0.3596
H 2.024 -0.174 -0.799 -0.0328
H 2.220 -1.618 0.207 0.1987
H -2.055 -2.704 -1.639 0.2293
H -3.614 -1.610 -0.012 0.2736
H -3.475 -0.088 -0.892 0.3270
H -4.742 -2.677 -1.924 0.3280
H -5.588 -1.199 -1.461 0.3790
H -4.577 0.033 -3.332 0.3255
H -5.332 -1.434 -3.959 0.3563
H -3.045 -1.028 -4.937 0.4002
H -3.156 -2.568 -4.082 0.3356
H -1.048 -1.456 -3.519 0.2112
H -1.890 0.017 -3.032 0.2775
W 0.213 3.199 0.287 0.4548
Cl 0.835 2.355 -1.703 -0.5185
Cl -0.774 2.192 2.042 -0.4825
C 1.840 4.048 0.993 -0.8278
H 2.002 5.124 0.854 0.3727
C 3.014 3.395 1.569 0.8359
C 4.303 4.024 1.581 -0.5354
C 5.425 3.335 2.034 -0.4916
C 5.313 2.014 2.512 -0.4447
C 4.056 1.391 2.532 -0.7091
C 2.920 2.077 2.091 0.0496
H 4.399 5.047 1.207 0.3238
H 6.411 3.812 2.025 0.3416
H 3.959 0.365 2.904 0.3730
H 1.938 1.600 2.159 0.0655
H 6.196 1.476 2.869 0.3588
C -0.418 6.156 2.334 -1.2153
C -0.823 6.014 0.921 0.5713
N -0.564 5.014 0.050 0.3029
C -1.238 5.335 -1.160 -0.3154
C -1.867 6.517 -0.984 -0.5665
N -1.595 6.922 0.318 -0.0266
H 0.166 7.084 2.447 0.3327
H -1.327 6.238 2.955 0.3925
H 0.183 5.309 2.678 0.2533
H -1.186 4.693 -2.021 0.4180
H -2.478 7.094 -1.659 0.3986
H -1.933 7.770 0.770 0.2125
```

***

[2]
ORCA calculation (ωB97M-V/def2-TZVPD) on C29H45CoN5O6P2S as an isolated structure.

Values from the calculation:
**Spin multiplicity**: 4
**F_max**: 3.7 eV Å⁻¹
**Net charge**: +2
**Energy above the lowest of the compared OMol25 structures with the same formula, charge and spin**: 4.2240 eV

```
89
Properties=species:S:1:pos:R:3:mulliken_charge:R:1
Co -15.741 -18.443 10.402 1.0187
C -16.970 -18.048 5.004 -1.4833
C -17.375 -17.274 6.293 1.1843
C -17.949 -15.865 5.915 -1.2826
O -18.417 -18.093 6.931 -0.2036
P -18.141 -19.075 8.256 -1.0443
O -16.989 -18.518 9.137 0.1652
C -15.254 -21.802 13.216 -0.6920
P -14.282 -20.314 12.721 -0.2788
O -15.128 -19.279 12.020 -0.0593
O -13.084 -20.976 11.890 -0.0704
C -12.268 -20.509 10.706 1.1139
C -12.708 -21.401 9.551 -1.2726
C -10.835 -20.712 11.124 -1.2662
O -13.812 -19.759 14.122 -0.2223
C -12.646 -18.748 14.270 1.1638
C -13.157 -17.397 14.106 -0.8841
C -12.122 -19.043 15.681 -1.3983
O -19.517 -18.808 9.141 -0.2623
C -20.052 -17.458 9.122 0.7023
C -21.348 -17.497 9.943 -1.4137
C -19.127 -16.382 9.746 -0.6649
H -16.092 -17.691 4.482 0.3884
H -17.802 -18.052 4.350 0.3743
H -16.804 -19.068 5.355 0.3458
H -16.572 -17.222 7.030 -0.2178
H -18.731 -16.026 5.160 0.3388
H -17.122 -15.382 5.302 0.3980
H -18.173 -15.174 6.764 0.2680
H -14.603 -22.526 13.704 0.3404
H -16.007 -21.404 13.954 0.5153
H -12.611 -19.469 10.502 -0.2002
H -12.675 -22.479 9.823 0.1478
H -12.026 -21.292 8.699 0.4994
H -13.721 -21.142 9.155 0.2530
H -10.841 -21.685 11.634 0.3135
H -10.484 -20.010 11.865 0.3484
H -10.137 -20.804 10.250 0.3804
H -12.003 -19.015 13.451 -0.3532
H -13.525 -16.985 15.022 0.3658
H -13.908 -17.340 13.368 -0.0827
H -12.372 -16.672 13.762 0.3836
H -12.973 -18.884 16.404 0.3372
H -11.345 -18.297 15.919 0.3780
H -11.742 -20.051 15.890 0.3765
H -20.287 -17.166 8.067 0.2120
H -21.166 -17.921 10.955 0.3272
H -22.134 -18.019 9.364 0.3707
H -21.622 -16.433 10.110 0.3614
H -19.144 -16.509 10.894 0.2335
H -19.528 -15.368 9.521 0.4111
H -18.079 -16.354 9.407 -0.1487
C -16.192 -25.469 13.821 -0.7700
N -15.507 -25.426 12.520 0.1513
C -14.825 -26.442 11.870 0.0059
C -14.405 -25.960 10.675 -0.5881
N -14.714 -24.573 10.667 0.0989
C -15.454 -24.290 11.740 -0.0273
S -16.228 -22.769 12.002 -0.0840
H -17.206 -25.183 13.696 0.3630
H -15.610 -24.918 14.596 0.3013
H -16.063 -26.542 14.063 0.3130
H -14.715 -27.460 12.297 0.4126
H -13.997 -26.407 9.752 0.4090
H -14.438 -23.887 9.988 0.2542
N -14.825 -11.660 9.508 0.0081
C -14.227 -10.636 8.776 0.4248
C -13.980 -9.296 9.005 -0.6425
C -13.192 -8.608 8.093 -0.6938
C -13.001 -9.124 6.800 -0.4045
C -13.238 -10.510 6.544 -0.7390
C -13.721 -11.258 7.586 0.6903
N -13.801 -12.620 7.727 -0.4902
C -14.473 -12.822 8.852 -0.3382
C -14.682 -14.154 9.391 0.8581
C -15.414 -14.436 10.566 -0.5264
C -15.354 -15.685 11.138 -0.4970
N -14.714 -16.751 10.511 0.0935
C -14.152 -16.487 9.289 -0.0220
C -14.063 -15.249 8.705 -0.7447
H -15.216 -11.573 10.426 0.2049
H -14.365 -8.845 9.958 0.3247
H -12.862 -7.651 8.356 0.4480
H -12.552 -8.577 5.993 0.3852
H -12.944 -10.956 5.631 0.4770
H -16.072 -13.738 11.063 0.4119
H -15.658 -15.827 12.190 0.4880
H -13.596 -17.298 8.821 0.4071
H -13.470 -15.069 7.797 0.5215
```

***

[3]
ORCA calculation (ωB97M-V/def2-TZVPD) on C29H45CuO22 as an isolated structure.

Values from the calculation:
**Spin multiplicity**: 2
**F_max**: 7.0 eV Å⁻¹
**Net charge**: +1
**Energy**: -120479.5681 eV

```
97
Properties=species:S:1:pos:R:3:mulliken_charge:R:1
Cu 11.992 13.635 23.211 4.1247
C 15.409 12.777 23.498 -0.8382
O 14.118 13.009 23.049 -0.4479
H 15.575 11.782 23.911 0.2430
H 16.033 12.950 22.621 0.2399
H 15.677 13.422 24.335 0.2808
C 6.465 11.464 26.741 -1.3247
C 7.883 11.035 26.286 0.5780
C 7.851 10.121 25.053 -0.1255
O 8.512 10.840 24.065 -0.2595
C 9.009 12.022 24.549 0.3537
O 9.697 12.790 23.911 -0.4082
O 8.665 12.110 25.858 -0.2574
H 5.649 10.741 26.729 0.3904
H 6.092 12.148 25.978 0.2209
H 6.419 11.982 27.698 0.3343
H 8.419 10.473 27.051 0.1891
H 6.855 9.934 24.652 0.3038
H 8.323 9.155 25.234 -0.2405
C 5.931 14.243 23.358 -1.5284
C 6.788 15.139 22.469 0.4224
C 7.056 16.574 22.860 -0.5031
O 8.454 16.669 22.913 -0.3807
C 8.991 15.437 22.706 0.0615
O 10.203 15.182 22.663 -0.1593
O 8.045 14.545 22.421 0.0552
H 5.874 13.209 23.019 0.2939
H 4.918 14.614 23.202 0.5518
H 6.148 14.405 24.414 0.3696
H 6.345 15.175 21.474 0.1748
H 6.620 16.732 23.846 0.2869
H 6.637 17.300 22.163 0.3315
C 16.334 14.164 18.763 -1.5250
C 15.830 14.905 20.032 0.4063
C 15.536 16.458 19.872 -0.4064
O 14.134 16.602 20.181 -0.2756
C 13.673 15.372 20.417 0.2826
O 12.541 15.167 20.965 -0.6037
O 14.508 14.402 20.151 -0.1853
H 17.419 14.252 18.698 0.4206
H 15.910 14.566 17.843 0.3636
H 16.154 13.089 18.735 0.3356
H 16.279 14.623 20.984 0.2926
H 15.727 16.873 18.883 0.3161
H 16.134 16.904 20.667 0.2667
C 12.472 9.710 28.344 -1.5536
C 11.881 11.094 28.180 0.5768
C 12.879 12.201 28.631 -0.5198
O 12.950 12.993 27.447 -0.3567
C 12.173 12.545 26.492 0.0090
O 12.019 13.047 25.404 -0.3746
O 11.681 11.382 26.831 -0.0704
H 13.444 9.594 27.865 0.4140
H 11.892 8.882 27.936 0.2426
H 12.634 9.494 29.400 0.4575
H 10.924 11.087 28.702 0.2015
H 13.832 11.716 28.843 0.3308
H 12.566 12.744 29.523 0.2944
C 7.858 12.913 18.054 -1.5154
C 8.124 12.646 19.558 0.9425
C 8.173 11.182 19.987 -0.4903
O 9.308 11.227 20.868 -0.3142
C 9.968 12.374 20.733 0.1127
O 10.951 12.596 21.432 -0.6571
O 9.392 13.147 19.857 -0.2757
H 6.835 12.594 17.857 0.4049
H 8.572 12.328 17.474 0.3662
H 7.941 13.991 17.915 0.3634
H 7.379 13.110 20.205 -0.2001
H 8.238 10.489 19.149 0.2554
H 7.263 10.854 20.490 0.2879
C 13.736 20.091 22.441 -1.4987
C 13.909 19.082 23.565 0.3930
C 12.745 19.213 24.499 -0.5580
O 12.236 17.906 24.675 -0.3199
C 12.828 17.070 23.824 -0.0140
O 12.615 15.858 23.825 -0.7525
O 13.830 17.729 23.078 -0.2346
H 14.633 20.062 21.821 0.3469
H 13.636 21.067 22.914 0.4341
H 12.870 20.020 21.782 0.3390
H 14.880 19.012 24.057 0.3432
H 11.932 19.847 24.146 0.3398
H 13.105 19.628 25.441 0.3018
C 10.233 6.861 24.654 -1.4555
C 11.599 7.660 24.468 0.4174
C 12.278 7.464 23.121 -0.4902
O 12.427 8.837 22.747 -0.3683
C 11.843 9.719 23.647 0.0481
O 11.925 10.930 23.506 -0.1326
O 11.241 8.990 24.607 -0.0991
H 9.666 7.308 25.471 0.2734
H 10.344 5.823 24.967 0.4147
H 9.669 6.906 23.723 0.4061
H 12.216 7.378 25.320 0.2801
H 11.835 6.745 22.431 0.3427
H 13.222 6.988 23.386 0.2909
```

***

[4]
ORCA calculation (ωB97M-V/def2-TZVPD) on C29H45F2N2NaO5PSSi as an isolated structure.

Values from the calculation:
**F_max**: 1.9 eV Å⁻¹
**Net charge**: +1
**Energy**: -81868.3637 eV

```
87
Properties=species:S:1:pos:R:3:mulliken_charge:R:1
C -4.922 0.087 1.231 -1.0676
C -4.041 -0.093 0.260 -0.1170
C -3.398 -1.412 -0.033 -1.4615
C -1.886 -1.342 -0.335 -1.2878
N -1.232 -2.680 -0.132 0.2026
C 0.006 -2.725 -0.989 -0.5296
C 0.740 -4.065 -0.833 -1.0522
C 0.887 -4.830 -2.166 -0.5166
C 2.294 -5.368 -2.336 0.0684
N 3.202 -4.493 -2.905 -0.5096
O 2.573 -6.491 -1.988 -0.5839
C 0.951 -1.555 -0.716 -0.4732
C 1.931 -1.610 -1.935 -0.6288
O 1.341 -1.559 -3.034 -0.7160
O 3.118 -1.787 -1.644 -0.7975
C 0.330 -0.148 -0.418 1.3986
C 0.204 0.812 -1.627 -2.0753
C -1.019 0.690 -2.531 0.3307
C -0.917 1.672 -3.714 -0.6999
C -1.351 1.038 -5.009 0.4335
O -0.698 1.012 -6.017 -0.5929
O -2.571 0.471 -4.893 -0.2790
C -2.897 -0.516 -5.894 -0.3367
C -4.097 -1.313 -5.401 -0.9469
P 1.665 0.707 0.568 0.0997
S 3.247 1.380 -0.361 -0.2852
C -1.034 -0.280 0.363 -0.1486
C -0.911 -0.502 1.892 1.1587
F -2.025 -1.189 2.328 -0.3497
F 0.109 -1.406 2.129 -0.3659
C -0.782 0.755 2.747 -1.8800
C 0.338 0.725 3.789 -0.5582
Si 0.742 2.440 4.500 0.0433
C -0.544 3.679 3.926 -1.2616
C 0.746 2.484 6.364 -1.1559
C 2.376 3.013 3.745 0.6611
C 3.082 2.155 2.921 -1.4862
C 4.196 2.558 2.215 0.0116
C 4.644 3.849 2.353 -0.5012
C 4.013 4.725 3.230 -1.0877
C 2.892 4.312 3.916 -0.5030
H -5.404 1.040 1.391 0.3063
H -5.199 -0.714 1.903 0.3037
H -3.775 0.754 -0.362 0.2780
H -3.594 -2.109 0.775 0.5083
H -3.880 -1.833 -0.920 0.5417
H -1.797 -1.207 -1.404 0.3875
H -1.040 -2.882 0.850 0.7169
H -1.879 -3.380 -0.494 0.6664
H -0.319 -2.673 -2.025 0.3317
H 0.222 -4.709 -0.121 0.6012
H 1.729 -3.881 -0.416 0.4384
H 0.206 -5.677 -2.184 0.4675
H 0.651 -4.188 -3.015 0.4385
H 2.787 -3.628 -3.228 0.3218
H 3.996 -4.276 -2.319 0.2719
H 1.538 -1.833 0.160 1.0021
H 0.207 1.835 -1.227 0.6940
H 1.088 0.735 -2.250 0.7506
H -1.043 -0.316 -2.945 0.0723
H -1.940 0.899 -1.991 -0.0508
H -1.508 2.566 -3.525 0.4377
H 0.116 1.972 -3.868 0.3817
H -2.028 -1.140 -6.076 0.3562
H -3.128 0.003 -6.821 0.3604
H -4.207 -1.158 -4.330 0.1877
H -3.961 -2.369 -5.610 0.3029
H -5.011 -0.963 -5.872 0.3213
H 1.001 1.771 1.193 0.1913
H 2.022 -0.194 1.576 0.2698
H -1.546 0.672 0.234 1.2295
H -1.737 0.903 3.244 0.5955
H -0.674 1.587 2.057 0.1887
H 1.235 0.269 3.383 0.4468
H 0.022 0.103 4.626 0.5280
H -1.531 3.435 4.313 0.4077
H -0.269 4.677 4.266 0.4086
H -0.589 3.725 2.838 0.3500
H 1.300 3.365 6.690 0.3405
H -0.276 2.619 6.712 0.3506
H 1.182 1.606 6.834 0.3654
H 2.749 1.140 2.791 0.9950
H 4.639 1.826 1.550 1.1140
H 5.490 4.175 1.779 -0.0368
H 4.385 5.731 3.347 0.4080
H 2.393 5.021 4.561 0.3599
Na 6.077 3.499 0.366 0.9387
```

***

[5]
ORCA calculation (ωB97M-V/def2-TZVPD) on a 3-piece molecular cluster, C29H45N2O8PS2 overall.

Values from the calculation:
**F_max**: 8.9 eV Å⁻¹
**Net charge**: 0
**Energy**: -81097.2118 eV
**Structure (SMILES)**: CC(=O)OCc1c(Cc2ccccc2)c(C)c([PH2]=S)c2nsnc12.COCCOCCOC.COCCOCCOC

```
87
Properties=species:S:1:pos:R:3:mulliken_charge:R:1
C 0.073 4.289 -1.556 -0.5264
C -1.186 4.512 -2.592 0.6120
O -0.946 5.288 -3.680 -0.5649
O -2.547 3.972 -2.421 -0.2356
C -2.728 2.762 -3.267 -0.8878
C -2.034 1.488 -2.445 0.4050
C -2.498 1.125 -0.880 0.1795
C -3.626 2.029 -0.046 -1.0831
C -2.828 3.155 0.896 0.6533
C -3.608 4.556 1.370 -0.5765
C -2.833 5.659 2.350 -0.3737
C -1.294 5.444 2.886 -0.3805
C -0.500 4.094 2.392 -0.4673
C -1.275 2.982 1.413 -0.2056
C -1.862 -0.167 -0.032 0.0410
C -2.391 -0.441 1.519 -0.9353
C -0.716 -1.045 -0.810 0.1835
P 0.077 -2.503 0.164 0.1039
S 1.779 -3.091 -0.588 -0.3238
C -0.274 -0.622 -2.364 0.1504
N 0.769 -1.295 -3.250 -0.3386
S 0.904 -0.533 -4.854 0.1740
N -0.310 0.746 -4.639 -0.5765
C -0.891 0.627 -3.248 0.4530
H -0.121 4.685 -0.472 0.1212
H 0.465 3.173 -1.521 0.1477
H 0.992 4.926 -1.974 0.3032
H -3.875 2.564 -3.508 0.2928
H -2.155 2.940 -4.285 0.3570
H -4.238 2.659 -0.837 0.3833
H -4.369 1.365 0.580 0.4201
H -4.726 4.781 1.016 0.2457
H -3.390 6.634 2.683 0.2802
H -0.713 6.193 3.597 0.2992
H 0.629 3.879 2.706 0.3048
H -0.608 2.047 1.114 0.2915
H -3.554 -0.402 1.633 0.3138
H -1.989 -1.481 1.946 0.3192
H -1.956 0.376 2.268 0.2078
H -0.900 -3.553 0.339 0.1591
H 0.367 -2.004 1.514 0.0526
C 2.616 4.629 7.347 -0.8555
O 3.367 3.754 6.518 -0.2415
C 4.678 3.488 7.016 -0.5549
C 5.032 2.003 6.882 -0.2451
O 4.302 1.116 7.738 -0.4676
C 2.897 0.982 7.485 -0.2665
C 2.533 0.295 6.162 -0.5482
O 2.849 1.129 5.048 -0.2468
C 3.481 0.435 3.985 -0.8385
H 2.900 5.667 7.142 0.3083
H 1.563 4.497 7.105 0.2385
H 2.749 4.401 8.408 0.3932
H 4.776 3.786 8.059 0.3523
H 5.378 4.084 6.424 0.3843
H 6.083 1.889 7.174 0.4222
H 4.978 1.669 5.845 0.0472
H 2.393 1.941 7.596 0.0669
H 2.517 0.352 8.298 0.4203
H 1.451 0.123 6.136 0.3694
H 3.039 -0.674 6.100 0.3518
H 4.215 -0.289 4.350 0.4006
H 4.014 1.169 3.372 0.2359
H 2.730 -0.063 3.365 0.2714
C -1.740 -2.961 -4.749 -0.6392
O -0.990 -3.836 -5.579 -0.3681
C 0.322 -4.102 -5.081 -0.3007
C 0.675 -5.587 -5.215 -0.4177
O -0.054 -6.474 -4.359 -0.4865
C -1.459 -6.609 -4.611 -0.2193
C -1.823 -7.295 -5.935 -0.5323
O -1.508 -6.461 -7.049 -0.2716
C -0.875 -7.155 -8.112 -0.8357
H -1.456 -1.923 -4.955 0.1622
H -2.794 -3.093 -4.992 0.3622
H -1.607 -3.189 -3.689 0.3288
H 0.420 -3.804 -4.038 0.3276
H 1.021 -3.506 -5.672 0.2672
H 1.726 -5.701 -4.923 0.4418
H 0.621 -5.921 -6.252 0.1143
H -1.964 -5.650 -4.501 0.0014
H -1.839 -7.238 -3.799 0.4333
H -2.905 -7.467 -5.961 0.3813
H -1.317 -8.265 -5.996 0.3447
H -0.141 -7.879 -7.747 0.3945
H -0.343 -6.421 -8.724 0.2353
H -1.626 -7.653 -8.732 0.3000
```